# 1
{
  "formula": "C25H18BeCl2N8Se",
  "method": "ωB97M-V with the def2-TZVPD basis set",
  "e_homo_ha": -0.5220,
  "total_charge": 2,
  "relative_energy_ev": 1.685,
  "spin_multiplicity": 1,
  "species": ["Be", "C", "C", "N", "C", "C", "N", "C", "C", "C", "C", "C", "N", "C", "C", "N", "C", "C", "N", "C", "C", "C", "N", "C", "C", "H", "H", "H", "H", "H", "H", "H", "H", "H", "H", "H", "H", "Se", "N", "C", "C", "C", "C", "C", "C", "N", "H", "H", "H", "H", "Cl", "C", "Cl", "H", "H"],
  "coordinates": [[0.327, -0.679, -1.128], [-3.806, -0.501, -2.063], [-2.478, -1.022, -2.139], [-1.531, -0.492, -1.332], [-1.941, 0.569, -0.579], [-3.247, 1.046, -0.612], [-4.235, 0.439, -1.248], [-0.949, 1.016, 0.372], [-1.095, 1.925, 1.386], [-0.080, 2.032, 2.329], [0.989, 1.194, 2.188], [1.125, 0.308, 1.155], [0.244, 0.364, 0.203], [2.086, -0.791, 0.823], [3.187, -1.116, 1.586], [4.001, -2.096, 1.271], [3.743, -2.799, 0.117], [2.640, -2.468, -0.667], [1.774, -1.478, -0.302], [-0.362, 2.777, 3.623], [-1.565, 2.736, 4.294], [-1.648, 3.419, 5.484], [-0.651, 4.154, 6.031], [0.481, 4.165, 5.430], [0.688, 3.574, 4.177], [-4.644, -1.112, -2.539], [-2.136, -1.772, -2.854], [-3.585, 1.844, -0.007], [-2.053, 2.378, 1.362], [1.812, 1.230, 2.932], [3.398, -0.599, 2.536], [4.339, -3.704, -0.088], [2.463, -3.049, -1.583], [-2.428, 2.129, 4.029], [-2.568, 3.317, 5.985], [1.382, 4.624, 5.821], [1.612, 3.678, 3.608], [1.530, 1.631, -2.847], [0.875, -0.034, -2.572], [0.988, -0.695, -3.727], [0.728, -2.068, -3.847], [0.687, -2.585, -5.110], [1.164, -1.805, -6.284], [1.495, -0.438, -6.190], [1.408, 0.074, -4.822], [1.772, 1.344, -4.542], [0.435, -2.711, -3.050], [0.533, -3.636, -5.332], [1.076, -2.275, -7.250], [1.956, 0.240, -6.917], [-1.740, -1.051, 3.395], [-2.109, -2.572, 2.581], [-0.848, -2.888, 1.378], [-3.123, -2.452, 2.183], [-2.118, -3.319, 3.351]],
  "lowdin_charge": [0.161, -0.070, -0.003, 0.112, -0.146, -0.022, 0.140, -0.152, 0.075, -0.107, 0.059, -0.170, 0.083, -0.144, -0.044, 0.138, -0.025, -0.032, 0.104, -0.154, -0.031, -0.087, 0.104, -0.145, 0.015, 0.153, 0.125, 0.123, 0.125, 0.153, 0.146, 0.139, 0.126, 0.115, 0.105, 0.121, 0.117, 1.267, -0.261, -0.350, -0.050, -0.003, 0.000, 0.053, -0.341, -0.199, 0.100, 0.122, 0.109, 0.134, 0.560, -0.966, 0.540, 0.046, 0.032]
}



# 2
{
  "formula": "C26H59BF3IN6O7PS2",
  "method": "ωB97M-V with the def2-TZVPD basis set",
  "e_homo_ha": -0.3952,
  "total_charge": 1,
  "spin_multiplicity": 1,
  "species": ["C", "C", "C", "C", "C", "C", "C", "C", "C", "P", "O", "N", "C", "C", "O", "N", "C", "C", "B", "N", "O", "C", "S", "C", "C", "N", "C", "I", "S", "O", "O", "C", "F", "F", "F", "H", "H", "H", "H", "H", "H", "H", "H", "H", "H", "H", "H", "H", "H", "H", "H", "H", "H", "H", "H", "H", "H", "H", "H", "H", "H", "H", "H", "H", "H", "H", "H", "H", "H", "H", "H", "H", "C", "C", "C", "O", "C", "N", "H", "H", "H", "H", "H", "H", "H", "H", "H", "H", "H", "C", "C", "C", "O", "C", "N", "H", "H", "H", "H", "H", "H", "H", "H", "H", "H", "H"],
  "coordinates": [[1.894, 1.517, 1.172], [0.593, 1.084, 0.487], [0.727, -0.243, -0.272], [-0.138, -0.566, -1.526], [0.132, -2.096, -1.847], [1.321, -2.867, -1.193], [1.667, -4.053, -2.132], [0.974, -3.519, 0.158], [-1.647, -0.321, -0.971], [-2.109, -1.373, 0.515], [-1.613, -0.876, 1.817], [-2.799, -0.140, -1.981], [-4.113, 0.350, -1.363], [-4.061, 1.580, -0.458], [-4.387, 2.635, -0.903], [-3.732, 1.307, 0.882], [-4.945, 1.127, 1.701], [-2.842, 2.329, 1.465], [-3.246, -1.471, -2.790], [-4.673, -1.770, -2.839], [-2.257, -2.246, -3.248], [-2.456, 0.952, -2.993], [-3.195, 0.457, -4.579], [-1.005, 1.476, -2.930], [-0.912, 2.746, -3.834], [-1.079, 2.750, -5.276], [0.158, 0.426, -2.768], [2.003, 1.577, -2.456], [0.464, -0.226, -4.483], [-0.728, -0.879, -4.950], [1.010, 0.861, -5.238], [1.849, -1.516, -4.556], [2.558, -1.218, -5.589], [2.607, -1.509, -3.480], [1.330, -2.700, -4.719], [2.458, 0.647, 1.518], [1.672, 2.146, 2.038], [2.539, 2.094, 0.506], [0.233, 1.901, -0.150], [-0.146, 0.956, 1.272], [1.776, -0.402, -0.523], [0.503, -1.021, 0.459], [-0.748, -2.669, -1.557], [0.149, -2.267, -2.921], [2.239, -2.282, -1.124], [0.783, -4.413, -2.672], [2.033, -4.906, -1.557], [2.445, -3.808, -2.855], [0.927, -2.833, 1.005], [0.024, -4.053, 0.028], [1.723, -4.272, 0.413], [-1.588, 0.646, -0.465], [-3.499, -1.502, 0.397], [-1.639, -2.646, 0.192], [-4.739, 0.618, -2.211], [-4.603, -0.464, -0.838], [-5.606, 1.997, 1.631], [-5.484, 0.223, 1.403], [-4.630, 1.004, 2.739], [-2.309, 2.869, 0.679], [-3.397, 3.065, 2.053], [-2.120, 1.845, 2.115], [-4.957, -2.547, -2.244], [-4.876, -2.076, -3.790], [-2.399, -3.199, -3.167], [-3.027, 1.832, -2.694], [-4.431, 0.779, -4.174], [-0.962, 1.950, -1.939], [0.005, 3.276, -3.559], [-1.714, 3.376, -3.426], [-1.944, 3.193, -5.552], [-0.973, 1.874, -5.756], [-0.401, 6.364, 5.704], [-0.688, 6.297, 4.208], [-1.824, 5.337, 3.835], [-1.479, 3.963, 3.875], [-1.544, 3.352, 5.151], [0.559, 6.003, 3.497], [0.145, 5.485, 6.046], [0.215, 7.234, 5.923], [-1.323, 6.444, 6.282], [-1.016, 7.290, 3.887], [-2.107, 5.534, 2.796], [-2.710, 5.519, 4.457], [-2.363, 3.767, 5.746], [-0.611, 3.459, 5.708], [-1.727, 2.288, 4.993], [0.414, 6.078, 2.495], [0.798, 5.029, 3.661], [6.653, -5.565, 1.794], [5.674, -4.783, 2.664], [4.407, -4.337, 1.926], [4.578, -3.232, 1.057], [5.109, -3.527, -0.224], [6.385, -3.673, 3.298], [7.203, -4.907, 1.121], [7.385, -6.069, 2.423], [6.139, -6.319, 1.195], [5.337, -5.449, 3.464], [3.678, -4.007, 2.671], [3.958, -5.181, 1.382], [4.767, -4.495, -0.602], [6.200, -3.494, -0.213], [4.758, -2.739, -0.894], [5.785, -3.217, 3.979], [6.574, -2.964, 2.595]],
  "lowdin_charge": [-0.096, -0.298, -0.248, -0.307, -0.129, -0.372, -0.065, -0.062, -0.208, 0.815, -0.371, -0.067, -0.066, -0.447, 0.173, -0.186, -0.033, -0.048, -0.738, 0.156, 0.174, -0.464, 1.009, -0.323, -0.259, 0.012, -0.584, 1.272, 0.699, -0.311, -0.332, -0.737, 0.210, 0.129, 0.169, 0.085, 0.075, 0.036, 0.071, 0.076, 0.072, 0.084, 0.075, 0.068, 0.110, 0.087, 0.076, 0.069, 0.077, 0.079, 0.067, 0.093, 0.023, 0.017, 0.111, 0.101, 0.102, 0.089, 0.102, 0.095, 0.092, 0.074, 0.101, 0.100, 0.153, 0.102, -0.069, 0.120, 0.067, 0.128, 0.073, 0.034, -0.065, -0.434, -0.209, -0.220, -0.097, 0.042, 0.066, 0.079, 0.080, 0.137, 0.118, 0.122, 0.093, 0.078, 0.084, 0.069, 0.065, -0.066, -0.436, -0.219, -0.200, -0.101, 0.043, 0.066, 0.079, 0.078, 0.137, 0.121, 0.114, 0.091, 0.079, 0.079, 0.073, 0.071]
}



# 3
{
  "formula": "C18H32NO5P2ReS",
  "method": "ωB97M-V with the def2-TZVPD basis set",
  "s2": 3.79,
  "e_homo_ha": [-0.3899, -0.3881],
  "total_charge": 1,
  "relative_energy_ev": 0.505,
  "spin_multiplicity": 4,
  "species": ["C", "C", "N", "C", "C", "C", "C", "P", "Re", "P", "C", "O", "O", "H", "H", "H", "C", "C", "H", "H", "H", "H", "C", "C", "H", "H", "H", "H", "H", "H", "H", "H", "H", "H", "H", "H", "H", "H", "H", "H", "H", "H", "C", "C", "C", "C", "C", "C", "C", "S", "O", "O", "O", "H", "H", "H", "H", "H", "H", "H"],
  "coordinates": [[3.503, 0.659, -2.429], [2.522, 0.063, -1.607], [1.385, 0.786, -1.290], [1.083, 1.877, -2.005], [1.924, 2.345, -3.029], [3.179, 1.748, -3.216], [2.680, -1.197, -0.960], [1.210, -1.948, -0.299], [-0.130, -0.110, 0.205], [-0.957, 1.979, -0.148], [-0.263, 2.542, -1.781], [4.301, -0.575, 1.432], [1.997, 0.150, 2.758], [4.461, 0.149, -2.517], [1.584, 3.194, -3.620], [3.875, 2.159, -3.942], [0.730, -3.045, -1.662], [1.607, -3.063, 1.073], [-0.142, 3.640, -1.776], [-0.968, 2.258, -2.588], [4.012, -0.855, 0.585], [3.500, -1.830, -1.355], [-2.756, 2.219, -0.405], [-0.499, 3.403, 0.891], [1.012, 0.092, 1.736], [1.834, -0.629, 3.360], [2.808, -0.188, 2.253], [4.716, 0.300, 1.333], [-0.990, -0.398, -1.205], [-0.255, 0.397, 1.849], [1.481, -3.843, -1.689], [-0.280, -3.433, -1.492], [0.768, -2.461, -2.590], [2.383, -3.741, 0.702], [1.986, -2.525, 1.952], [0.705, -3.620, 1.356], [-0.900, 4.332, 0.461], [-0.921, 3.237, 1.889], [0.595, 3.465, 0.954], [-2.980, 3.272, -0.652], [-3.102, 1.558, -1.217], [-3.265, 1.938, 0.531], [-7.909, -1.943, 2.612], [-6.457, -1.979, 2.210], [-5.499, -2.439, 3.123], [-4.167, -2.556, 2.751], [-3.791, -2.215, 1.453], [-4.721, -1.715, 0.540], [-6.048, -1.595, 0.925], [-2.151, -2.564, 0.914], [-1.452, -3.318, 1.930], [-2.184, -3.050, -0.450], [-1.566, -1.075, 0.881], [-8.262, -2.951, 2.880], [-8.053, -1.299, 3.491], [-8.527, -1.562, 1.789], [-5.809, -2.734, 4.128], [-3.418, -2.927, 3.442], [-4.403, -1.448, -0.464], [-6.794, -1.228, 0.212]],
  "lowdin_charge": [0.004, -0.323, -0.027, -0.303, 0.013, -0.020, -0.188, 0.690, 0.790, 0.683, -0.249, -0.021, -0.125, 0.127, 0.128, 0.124, -0.213, -0.215, 0.102, 0.115, -0.025, 0.118, -0.232, -0.245, 0.050, 0.104, 0.031, 0.093, -0.011, 0.026, 0.058, 0.033, 0.061, 0.057, 0.039, 0.038, 0.055, 0.054, 0.054, 0.058, 0.053, 0.056, -0.046, -0.258, -0.025, -0.041, -0.287, -0.050, -0.027, 0.598, -0.290, -0.299, -0.633, 0.093, 0.089, 0.079, 0.125, 0.115, 0.120, 0.120]
}